A structure of composition C42H36BrN4O6S6V, computed with ωB97M-V/def2-TZVPD.

```
96
Properties=species:S:1:pos:R:3:forces:R:3:mulliken_spin:R:1
C 4.1585 -0.6606 -2.4765 0.00 0.05 0.04 0.000
C 2.3669 -1.0448 -0.3547 -0.08 0.05 0.16 0.000
C 0.1849 -3.9637 2.6610 0.15 -0.04 0.17 0.000
S 0.1439 2.6968 2.9432 -0.18 -0.06 -0.06 -0.097
H -0.7486 -6.4948 -1.2449 -0.03 -0.02 -0.03 0.000
H -1.5665 -7.6839 -0.2037 0.02 -0.02 0.03 0.000
H -2.4306 -5.9305 1.0854 -0.02 0.00 0.00 0.000
C 4.4812 1.4734 1.0677 -0.04 0.06 -0.01 0.000
N 3.4971 0.6215 0.9474 -0.04 -0.02 -0.09 -0.001
H -3.1599 3.8620 -0.7921 0.02 0.01 -0.01 0.000
C -1.4827 -1.3193 -3.6969 -0.05 0.03 0.02 0.000
H -1.5646 3.4163 -3.1707 0.03 -0.01 -0.01 0.000
C -1.1446 -1.9965 4.0914 -0.17 -0.12 0.18 -0.003
H -4.2934 -0.2709 1.7662 0.01 0.01 0.01 0.002
C -0.7047 -4.3122 3.6607 0.02 0.12 -0.05 -0.004
H 3.1035 -2.2327 -3.4430 0.00 -0.01 -0.01 0.000
H -0.8306 -1.9087 0.2406 -0.14 0.05 -0.02 -0.012
H 6.2079 2.4707 0.2197 -0.01 0.00 0.01 0.000
C -1.3479 -3.3304 4.4059 0.08 0.07 -0.04 0.003
C -0.7013 4.5686 -1.5936 -0.01 0.02 0.01 -0.001
O -1.8992 1.8338 0.5392 -0.67 0.25 -1.23 -0.025
H 1.5042 1.5055 -2.1333 0.00 -0.03 0.00 0.002
C -3.7533 -1.1590 1.4633 0.07 -0.14 0.02 0.007
C -0.9775 -6.7707 -0.2165 0.00 -0.07 0.03 0.000
C 2.9498 4.5308 -1.5945 -0.01 0.00 -0.02 0.000
C 2.2936 -1.8174 -1.4820 0.16 -0.07 -0.02 0.000
N -2.5008 -0.9814 1.0235 0.04 0.14 0.13 0.013
S 1.2280 3.2750 0.1059 0.07 -0.15 0.10 -0.002
N -1.7885 -5.7080 0.3429 -0.04 0.10 -0.04 0.000
C -4.3470 -2.4074 1.5405 0.00 0.02 0.02 -0.002
C -1.8265 -2.0603 0.6341 -0.05 0.13 -0.25 0.006
C 3.3923 -0.0590 -0.2267 -0.03 -0.02 0.10 -0.003
C -2.8356 3.0851 -1.4885 0.10 0.12 0.02 -0.002
C -0.3217 -1.6646 3.0315 -0.10 0.58 -0.18 -0.013
H 0.0923 4.7817 -2.3126 0.00 0.06 0.02 0.000
H 6.0208 1.2471 -1.9395 0.00 0.00 0.00 0.000
C -0.0904 4.4886 -0.2010 -0.06 -0.04 -0.05 0.001
S -2.9637 1.5647 -0.5364 0.14 0.15 0.18 0.006
H -1.6414 -1.2066 4.6391 -0.04 -0.01 -0.04 0.000
H 1.5247 -2.5794 -1.5501 0.09 -0.06 0.11 0.000
H -1.9982 -3.6032 5.2251 -0.03 -0.02 -0.02 0.000
O 0.1945 -7.0222 0.5127 0.03 0.10 0.02 0.000
O -0.2690 -0.3630 2.6341 0.95 -1.87 0.82 -0.072
C -1.4320 -4.4216 0.1309 -0.12 -0.02 0.08 0.000
S -2.6882 1.2432 3.3249 0.21 0.11 -0.17 -0.084
H -4.1617 0.5609 -2.8312 -0.01 -0.01 0.02 0.000
H -1.1623 -2.0195 -4.4565 0.00 0.00 -0.01 0.000
C 0.3836 -2.6264 2.3233 0.45 -0.30 -0.01 -0.005
C 2.1497 3.4100 -1.4054 0.04 -0.08 -0.07 -0.003
H 0.7231 -4.7313 2.1188 -0.04 0.00 0.04 0.000
O -2.4207 5.2323 7.0063 -0.02 0.01 -0.03 -0.002
C -1.0331 -0.1106 -1.6616 0.11 0.07 -0.07 0.013
Br -1.0644 -6.1317 4.0004 0.01 -0.05 0.05 0.000
H 0.8168 -6.3133 0.3135 0.02 -0.05 -0.07 0.000
H 4.5572 1.9884 2.0210 -0.01 0.01 -0.02 0.000
C -2.3305 -3.3490 0.6754 -0.09 -0.05 -0.14 -0.001
C -2.2146 2.6318 4.2685 -0.19 -0.24 0.00 0.001
H -3.6064 2.9858 -2.2540 -0.03 0.04 0.00 -0.001
C -3.1658 0.1340 -2.7879 0.01 -0.08 0.01 -0.002
H 4.8491 -0.4970 -3.2947 0.03 -0.01 0.01 0.000
H 2.8449 1.6982 -4.2232 -0.01 0.00 0.01 0.000
C 2.8647 2.4948 -3.4908 -0.02 0.03 -0.02 0.000
H -0.8078 2.4599 -1.9218 -0.01 -0.01 -0.07 0.000
C -2.2950 0.4488 -1.7515 -0.11 -0.17 0.05 -0.004
H 0.3573 -1.4377 -2.5933 -0.28 0.15 -0.10 0.001
C 5.4229 1.7468 0.0478 -0.03 0.03 0.04 0.000
C -1.0369 3.2379 4.1118 0.30 0.03 -0.05 0.017
H 0.3657 5.4465 0.0616 0.00 -0.02 0.05 0.000
C 4.2891 0.1205 -1.2987 0.07 -0.03 -0.05 0.000
H -1.3673 5.4363 -1.6072 0.01 0.01 -0.02 0.000
C 2.1073 2.3820 -2.3315 0.01 0.08 -0.06 0.002
C -0.6302 -0.9979 -2.6504 -0.05 -0.03 -0.10 0.003
C 3.6950 4.6347 -2.7574 0.00 0.00 0.01 0.000
C -1.4420 3.3290 -2.0910 -0.01 -0.04 0.02 0.002
S -3.2786 3.2316 5.5129 0.02 0.02 0.02 -0.003
H -3.4167 -1.0042 -4.5812 0.00 0.00 0.00 0.000
H 2.9951 5.3103 -0.8422 0.01 -0.01 0.01 0.000
C 1.3384 -2.3161 1.2459 0.09 0.08 0.14 0.010
V -0.8612 0.9821 1.8465 -0.53 1.67 0.34 1.234
C -2.1687 4.5056 6.0951 -0.02 0.02 0.05 0.000
H -5.3616 -2.4996 1.9007 0.00 0.00 -0.01 0.000
H -4.0877 -4.5007 1.1823 0.01 0.00 0.00 0.000
O 0.5935 1.8971 0.0369 -0.01 -0.31 0.48 0.008
H 2.0029 -3.1395 0.9624 -0.03 0.01 -0.01 0.000
S -0.6537 4.5831 5.1583 -0.01 -0.03 0.01 0.001
C -3.6231 -3.5229 1.1464 -0.04 -0.04 -0.01 0.001
H -0.8120 4.2425 0.5820 -0.02 0.05 -0.02 0.001
H 4.2357 3.7017 -4.6108 0.00 0.00 0.00 0.000
C 3.1903 -1.6153 -2.5586 -0.03 0.01 0.08 0.000
O -0.4266 -4.1209 -0.4998 0.05 0.00 -0.09 0.000
H 4.3195 5.5027 -2.9208 0.00 0.00 0.00 0.000
N 1.4214 -1.1795 0.6894 0.11 -0.16 -0.21 -0.007
C 5.3194 1.0758 -1.1316 -0.01 -0.02 -0.06 0.000
C 3.6493 3.6181 -3.7054 -0.01 -0.02 0.00 0.000
C -2.7491 -0.7524 -3.7685 0.02 0.00 -0.02 0.000
H -0.3496 0.1444 -0.8599 -0.07 0.03 -0.04 0.014
```
Positions in Å, forces in eV/Å.

Computed properties:
Spin multiplicity: 2
Orbital gap (spin up / spin down): 6.11 / 6.79 eV
Total charge: +1
HOMO level (spin up / spin down): -9.587 / -9.621 eV
Energy above the lowest of the compared OMol25 structures with the same formula, charge and spin: 0.0 kcal/mol

=====

The ion C2H3O2S2 with charge -1, computed with ωB97M-V/def2-TZVPD.

```
9
Properties=species:S:1:pos:R:3:forces:R:3:nbo_charge:R:1
S -2.8315 -0.7215 0.2571 2.81 1.29 -0.08 -0.753
H -1.1488 0.6897 -1.1396 0.65 -0.65 0.65 0.207
H -0.0669 1.0415 1.5355 1.67 -0.88 -1.81 0.186
S 1.9414 -0.3472 0.4197 -1.83 1.23 -0.27 1.329
O 1.7851 -1.4607 -0.5058 0.54 -0.09 -0.14 -0.908
C -0.9086 -0.0197 -0.3121 -1.30 1.35 1.54 -0.508
C 0.3528 0.5355 0.5390 -3.93 0.89 1.69 -0.095
H -0.4544 -0.8964 -0.5735 0.45 -2.42 -1.91 0.194
O 1.3308 1.1788 -0.2203 0.92 -0.71 0.32 -0.652
```
Positions in Å, forces in eV/Å.

Computed properties:
Orbital gap: 5.79 eV
Total charge: -1
HOMO level: -2.767 eV
Energy above the lowest of the compared OMol25 structures with the same formula, charge and spin: 93.9 kcal/mol

=====

A structure of composition C13H31InN2O4PS, computed with ωB97M-V/def2-TZVPD.

```
53
Properties=species:S:1:pos:R:3:forces:R:3:lowdin_charge:R:1
S -1.8148 -0.4192 1.8454 -0.03 0.67 0.49 -0.191
C -1.3412 -3.9591 -5.0535 0.26 0.17 -0.03 -0.076
H 1.0246 -0.2799 1.9730 0.10 0.32 -0.21 -0.127
O 1.7951 -4.5622 2.0577 -0.18 0.11 -0.04 -0.190
C 2.0639 -4.0355 0.9574 0.48 0.08 0.39 -0.859
H -0.3982 0.2436 -3.7050 -0.05 0.09 -0.03 0.101
H -4.7442 -2.2372 -2.8231 -0.12 0.09 -0.10 0.078
H -3.2044 -2.6158 -2.0322 0.13 0.05 0.09 0.089
H -1.7311 -3.9253 -6.0727 -0.12 -0.04 -0.07 0.079
H -1.6369 -4.8825 -4.5631 -0.18 -0.11 -0.09 0.092
P 0.0200 -0.6023 1.0279 -0.69 -0.57 -0.44 0.125
C -0.5349 -0.7885 -3.3576 0.21 0.48 -0.05 -0.216
O 3.1523 -4.0663 0.3384 -0.10 0.11 -0.20 -0.189
H -3.4210 -1.0524 -2.7974 0.05 0.11 0.00 0.077
H 1.7886 -3.1289 -2.3902 0.09 -0.12 0.20 0.024
H -0.1949 2.3801 2.5429 0.10 -0.13 -0.10 0.082
H -1.2835 -0.7252 -2.5679 -0.04 -0.20 0.13 0.093
H 3.2939 4.2100 1.9190 0.02 0.14 0.16 0.132
C -0.1008 4.4700 4.0417 0.04 0.02 0.01 0.009
H -1.7624 -0.9129 -5.1054 -0.08 0.01 -0.10 0.116
H 1.6734 4.9265 1.9527 0.05 0.04 0.07 0.119
N -1.7578 -2.8298 -4.2314 0.15 -0.31 -0.57 -0.133
C -3.1532 -2.7064 -4.1506 0.07 0.32 0.31 -0.508
H -0.2875 4.6558 2.9890 -0.02 0.00 -0.01 0.108
H 1.5423 -1.1994 -3.6204 0.05 0.26 -0.10 0.090
H 0.1438 0.4237 0.0498 0.42 0.30 0.32 -0.134
N 0.8142 3.3085 4.1743 0.06 -0.01 -0.06 -0.369
O 1.7686 2.9383 1.3618 0.00 0.14 0.13 -0.053
C -1.0754 -1.5657 -4.5544 -0.19 0.42 0.56 -0.174
C 0.8035 -1.2662 -2.8119 -0.22 -0.89 0.02 -0.326
H 1.4551 3.8498 6.1135 0.01 -0.01 0.02 0.107
In 0.3928 -2.9234 -0.0650 0.30 -1.44 -0.23 0.436
H 0.0889 -3.3484 -2.7627 -0.10 0.01 -0.15 -0.002
C 2.2414 4.0094 2.1465 -0.21 -0.14 -0.34 -0.234
C -3.6685 -2.1085 -2.8760 -0.06 0.00 0.18 0.012
H 0.3574 5.3396 4.5095 -0.02 0.02 0.01 0.111
C 0.1819 2.1086 3.5192 -0.37 -0.21 0.05 -0.036
C 0.7949 -2.7038 -2.2508 0.15 0.60 0.22 -0.302
H 1.6515 2.1243 5.6988 -0.02 -0.03 0.02 0.119
H -1.1349 -3.8232 0.1274 -0.16 0.37 0.00 -0.104
C 1.0034 2.9926 5.6183 0.04 0.09 -0.02 0.002
H 2.7776 2.7261 3.7729 0.01 -0.02 -0.03 0.147
H -0.2555 -3.9620 -5.0976 0.10 0.03 0.07 0.081
H 0.9222 1.3192 3.4419 -0.03 -0.04 -0.09 0.085
H -0.6520 1.7813 4.1358 0.01 -0.01 0.00 0.096
H 2.5740 4.4367 4.2089 0.07 -0.01 0.01 0.136
O -3.8998 -3.0972 -5.0170 -0.25 -0.52 -0.24 0.071
H 1.1143 -0.5877 -2.0156 0.16 0.27 -0.12 0.057
H 1.6899 3.2106 0.4420 0.05 -0.12 -0.05 0.111
H 0.0327 2.7733 6.0525 0.00 -0.03 0.01 0.112
H -1.0367 4.2236 4.5353 -0.03 0.00 -0.01 0.116
C 2.1773 3.6195 3.6056 0.04 -0.06 0.04 -0.104
H -0.2497 -1.7559 -5.2374 0.06 -0.29 -0.02 0.118
```
Positions in Å, forces in eV/Å.

Computed properties:
Orbital gap: 2.12 eV
Total charge: -1
HOMO level: -1.381 eV

=====

The highest total charge belongs to which entry? C42H36BrN4O6S6V

=====

Which value of total charge does entry 2 give? -1